Version a
This record from the OMol25 dataset describes a 3-piece molecular cluster, C4H15NO2 overall. The level of theory is the ωB97M-V functional and the def2-TZVPD basis.

Last columns: bonded neighbours and bond lengths (Å).
Atoms and positions in Å:
1 H -2.01 1.21 -0.15  C11 1.085
2 N -0.33 -1.17 -0.87  H5 1.019, C18 1.443, C22 1.472
3 H 4.04 -0.38 1.63  O21 0.967
4 H -1.73 -0.23 -2.22  C18 1.086
5 H 0.64 -0.89 -0.75  N2 1.019
6 H -0.68 -1.15 1.21  C22 1.083
7 H -0.82 -1.58 -2.75  C18 1.120
8 H 0.03 -0.11 -2.74  C18 1.090
9 H 2.97 3.24 1.42  O17 0.959
10 C -2.57 -1.20 0.27  H12 1.089, H14 1.089, H16 1.098, C22 1.515
11 C -1.10 0.83 0.31  H1 1.085, H13 1.088, H20 1.092, C22 1.585
12 H -3.09 -1.00 1.20  C10 1.089
13 H -0.19 1.22 -0.14  C11 1.088
14 H -2.78 -2.26 0.09  C10 1.089
15 H 2.66 -0.79 1.19  O21 0.941
16 H -3.06 -0.71 -0.58  C10 1.098
17 O 3.39 2.93 0.62  H9 0.959, H19 0.969
18 C -0.72 -0.64 -2.15  N2 1.443, H4 1.086, H7 1.120, H8 1.090
19 H 4.27 3.25 0.87  O17 0.969
20 H -1.08 1.12 1.36  C11 1.092
21 O 3.28 -0.93 1.88  H3 0.967, H15 0.941
22 C -1.12 -0.76 0.30  N2 1.472, H6 1.083, C10 1.515, C11 1.585

The spin multiplicity is 2. The expectation value of S² is 0.75. The gap between HOMO and LUMO (spin up / spin down) is 0.4054 / 0.2330 Ha. Its HOMO energy (spin up / spin down) is -14.3 / -14.3 eV. The calculation puts the LUMO energy (spin up / spin down) at -3.3 / -8.0 eV. As for the total charge: +1.



Version b
This record from the OMol25 dataset describes a 3-piece molecular cluster, C4H15NO2 overall. The level of theory is the ωB97M-V functional and the def2-TZVPD basis.

Last columns: bonded neighbours and bond lengths (Å).
Atoms and positions in Å:
1 C -0.19 1.18 -1.54  H4 1.111, N6 1.477, H14 1.123, H20 1.271
2 H -0.97 2.00 0.59  C15 1.085
3 H 1.08 -0.26 1.40  C7 1.091
4 H -0.99 1.82 -1.98  C1 1.111
5 H 0.81 1.12 2.34  C7 1.103
6 N -0.69 0.22 -0.53  C1 1.477, C15 1.436, C21 1.486
7 C 0.64 0.74 1.32  H3 1.091, H5 1.103, H10 1.145, C15 1.467
8 H -2.14 -0.79 -1.82  C21 1.144
9 H -2.70 0.52 -1.02  C21 0.988
10 H 1.38 1.36 0.71  C7 1.145
11 O -3.35 -1.83 2.50  H12 0.938, H13 0.947
12 H -3.30 -2.44 3.21  O11 0.938
13 H -2.59 -2.15 2.04  O11 0.947
14 H 0.47 0.77 -2.35  C1 1.123
15 C -0.67 0.96 0.70  H2 1.085, N6 1.436, C7 1.467, H18 1.089
16 H 6.93 -1.93 -1.78  O22 0.950
17 H 5.74 -1.33 -1.20  O22 0.944
18 H -1.36 0.49 1.39  C15 1.089
19 H -2.66 -1.07 -0.17  C21 1.222
20 H 0.39 2.16 -0.97  C1 1.271
21 C -2.07 -0.22 -0.83  N6 1.486, H8 1.144, H9 0.988, H19 1.222
22 O 6.23 -1.33 -2.00  H16 0.950, H17 0.944

The spin multiplicity is 2. The expectation value of S² is 0.75. The gap between HOMO and LUMO (spin up / spin down) is 0.3923 / 0.1916 Ha. Its HOMO energy (spin up / spin down) is -13.6 / -13.6 eV. The calculation puts the LUMO energy (spin up / spin down) at -2.9 / -8.4 eV. As for the total charge: +1.



Of them, version a has the highest stability.